(1)
A molecular structure, C6H9NO, computed with wB97M-V/def2-TZVPD.

Relative energy (zero: lowest compared OMol25 entry of this formula, charge and spin) in eV: 4.344
Orbital gap in eV: 10.023
Energy in hartree: -363.8646
LUMO in eV: 0.93
E_HOMO in eV: -9.09

Atoms and positions in Å:
C 1.645 0.105 -0.182
C -0.094 -1.250 0.301
C -1.292 -0.824 -0.497
C -0.418 1.399 -0.523
C -0.386 0.038 1.079
C 0.668 1.067 0.371
H 2.045 0.273 -1.242
H 2.613 0.212 0.481
H -0.079 -2.200 0.999
H -2.232 -1.455 -0.209
H -1.157 -0.728 -1.598
H -0.174 1.163 -1.514
H -0.560 2.518 -0.559
H -0.425 0.145 2.303
H 1.179 1.904 0.895
N -1.443 0.557 0.052
O 1.020 -1.118 -0.401

Force components x, y, z for each atom (eV/Å):
C 3.974 1.237 -1.566
C -2.437 -1.228 3.772
C -3.561 -1.201 -1.453
C -0.859 3.274 -1.153
C 1.649 3.188 3.072
C 0.929 -1.226 2.135
H -0.405 0.765 1.361
H -1.620 -1.326 -0.777
H -0.389 1.484 -1.719
H 1.509 1.206 -0.757
H -0.121 -0.828 0.593
H 0.084 -0.522 -1.813
H -0.802 -1.068 0.312
H -0.507 -0.535 -3.233
H -0.616 -0.729 0.037
N 0.120 -1.619 1.968
O 3.051 -0.871 -0.778

=====

(2)
A molecular structure, C18H29O2OsSi, computed with wB97M-V/def2-TZVPD.

Relative energy (zero: lowest compared OMol25 entry of this formula, charge and spin) in eV: 0.000
Charge: -1
Orbital gap (spin up / spin down) in eV: 2.941 / 5.727
Energy in hartree: -1233.6638
LUMO (spin up / spin down) in eV: 2.69 / 2.86
E_HOMO (spin up / spin down) in eV: -0.25 / -2.87
Multiplicity: 5

Atoms and positions in Å:
Os -0.147 -0.338 0.596
C 1.805 -0.648 1.497
C 2.461 0.073 0.432
C 2.118 1.435 0.567
H 3.171 -0.343 -0.249
C 1.253 1.558 1.640
C 1.065 0.301 2.247
H 0.580 0.127 3.227
H 1.920 -1.693 1.736
H 2.541 2.258 -0.045
H 0.878 2.537 2.054
C -1.269 -2.048 0.297
C -0.966 -1.873 1.668
C -1.610 -0.672 2.088
H -0.325 -2.533 2.268
C -2.323 -0.180 0.976
C -2.064 -0.986 -0.135
H -2.389 -0.781 -1.185
H -0.970 -2.917 -0.326
H -1.536 -0.198 3.074
H -3.067 0.664 1.026
O -1.307 1.782 0.131
C -1.901 3.226 0.280
C -1.372 3.654 -1.152
C -1.363 3.899 1.509
C -3.417 3.174 0.277
C -0.995 2.172 -1.323
H -0.487 4.312 -1.128
H -2.146 4.011 -1.873
H -1.724 1.625 -1.975
H 0.178 1.876 -1.458
H -1.651 4.947 1.506
H -0.298 3.785 1.601
H -1.831 3.353 2.341
H -3.772 4.197 0.185
H -3.769 2.763 1.213
H -3.796 2.573 -0.537
C 1.956 -2.874 -3.409
Si 1.707 -2.760 -1.538
C 0.877 -4.376 -1.007
C 3.431 -2.945 -0.779
O 0.884 -1.401 -1.220
H 2.506 -3.792 -3.686
H 2.537 -2.009 -3.766
H 0.993 -2.877 -3.924
H 1.519 -5.219 -1.285
H 0.718 -4.441 0.072
H -0.095 -4.544 -1.498
H 4.095 -2.109 -1.019
H 3.410 -3.047 0.316
H 3.892 -3.854 -1.179

Force components x, y, z for each atom (eV/Å):
Os 5.427 2.044 -3.746
C 1.894 0.312 -0.688
C 0.236 0.013 1.423
C 1.320 0.898 -0.827
H -0.105 -0.094 -0.379
C 0.392 2.898 1.389
C -0.198 0.193 1.906
H 0.546 0.161 -0.748
H 0.170 -0.014 0.023
H -0.566 -0.664 0.420
H 0.468 -1.501 -0.530
C -0.537 -4.077 -0.847
C -0.669 -2.647 2.312
C -2.453 -0.379 2.007
H -0.505 0.347 -0.189
C -4.050 1.149 1.904
C -2.381 0.539 -2.979
H 0.079 -0.453 1.242
H -0.185 1.125 0.695
H -0.281 -0.387 -0.531
H 1.228 -1.144 -0.132
O -0.353 4.474 -2.635
C 0.433 -0.742 -1.367
C 0.154 -0.777 0.912
C -0.607 -0.620 -0.051
C 0.593 0.095 0.330
C 1.915 -1.647 1.014
H -0.489 -0.149 0.011
H 0.594 -0.127 0.689
H 1.068 0.196 0.361
H -3.061 0.665 -0.167
H -0.056 0.166 0.194
H 0.282 0.214 -0.162
H 0.200 0.417 0.165
H -0.251 0.137 -0.049
H -0.255 -0.121 0.244
H -0.099 -0.139 -0.290
C 0.487 -0.307 -0.105
Si -0.858 1.383 -0.010
C -0.263 -0.321 -0.186
C 0.227 0.023 0.194
O 0.684 -1.323 -0.781
H -0.157 0.243 -0.029
H -0.184 -0.201 0.093
H -0.005 0.023 -0.004
H 0.032 -0.026 -0.015
H -0.001 0.076 0.022
H 0.219 0.086 0.117
H -0.044 -0.071 -0.008
H -0.047 0.069 -0.217
H 0.012 -0.012 0.005

=====

> Look up the energy of the second one.

-1233.6638 hartree

=====

> Which of these has the highest energy?

C6H9NO

=====

> Among the records above, which one has the lowest relative energy (zero: lowest compared OMol25 entry of this formula, charge and spin)?

C18H29O2OsSi

=====

> What is the energy in the first record?

-363.8646 hartree